Below is the molecule CH2N2 at a distorted geometry, with properties calculated with ωB97M-V with the def2-TZVPD basis set.

Structure (XYZ):
```
5
Properties=species:S:1:pos:R:3:mulliken_charge:R:1
C 0.268 0.074 0.006 -0.072
N -1.055 0.593 -0.111 -0.190
N -1.000 -0.611 0.063 -0.160
H 0.980 -0.211 -0.901 0.201
H 0.807 0.154 0.943 0.221
```

Results
Energy above the lowest of the compared OMol25 structures with the same formula, charge and spin (kJ/mol): 202.5
Orbital gap (eV): 11.198
Strongest force on any atom (eV/Å): 4.159
SMILES: C1N=N1
M (g mol⁻¹): 42.0
Total energy (eV): -4046.9164